(1)
Below is the molecule CH5BrN2, with properties calculated with ωB97M-V/def2-TZVPD.

CARTESIAN COORDINATES (ANGSTROEM)
C1 0.9960 0.1135 0.2431
N1 -0.4667 0.2389 0.3591
N2 -1.0240 -0.7926 -0.2659
Br1 -0.9453 2.2593 -0.0695
H1 1.5956 1.1147 0.4437
H2 1.3977 -0.4243 1.1288
H3 1.2792 -0.4818 -0.5968
H4 -1.9599 -0.9838 -0.0269
H5 -0.8726 -1.0438 -1.2155

Results
- Electronic energy: -74138.3007 eV
- Energy relative to the best compared isomer or geometry (same formula, charge and spin): 63.6 kJ/mol
- SMILES: CN(N)Br
- HOMO: -8.8 eV
- Gap between HOMO and LUMO: 8.69 eV
- Largest force on an atom: 3.4 eV/A
- LUMO energy: -0.00351 Eh

(2)
Below is a 3-piece molecular cluster, C3H5BrO2 overall, with properties calculated with ωB97M-V/def2-TZVPD.

CARTESIAN COORDINATES (ANGSTROEM)
C1 2.4603 -3.7721 -0.2091
C2 -0.1990 0.7498 0.2891
C3 -0.4220 -0.7083 0.0909
O1 1.7921 -4.5787 0.2037
O2 0.3107 -1.4542 -0.5047
Br1 2.1086 -1.9067 -3.1617
H1 -1.0692 1.3029 -0.0617
H2 0.6957 1.0869 -0.2279
H3 -0.1006 0.9458 1.3566
H4 -1.3486 -1.0986 0.5576
H5 1.4417 -1.7468 -1.9314

Results
- Electronic energy: -77328.8382 eV
- Energy relative to the best compared isomer or geometry (same formula, charge and spin): 43.3 kJ/mol
- HOMO: -10.2 eV
- Gap between HOMO and LUMO: 11.02 eV
- Largest force on an atom: 0.7 eV/A
- LUMO energy: 0.02891 Eh

(3)
Below is C30H90CuN15O5P5 as an isolated structure, with properties calculated with ωB97M-V/def2-TZVPD.

CARTESIAN COORDINATES (ANGSTROEM)
Cu1 0.0710 -0.3048 0.0718
O1 1.1023 -0.3611 2.0364
P1 1.0133 -0.8396 3.4431
N1 1.8522 0.1242 4.5647
C1 3.1450 0.7179 4.0596
C2 1.8756 -0.2167 5.9990
N2 1.6898 -2.4495 3.6853
C3 1.5168 -3.2138 4.8918
C4 2.7294 -2.9133 2.7135
N3 -0.5873 -0.7643 4.1177
C5 -1.1583 0.3512 4.7428
C6 -1.5607 -1.6295 3.4488
H1 4.0494 0.1697 4.3238
H2 3.2725 1.6313 4.6406
H3 3.1227 0.8295 2.9755
H4 0.8918 -0.6281 6.2252
H5 1.8927 0.6490 6.6610
H6 2.7423 -0.8459 6.2014
H7 2.5596 -3.2501 5.2071
H8 0.9308 -2.6886 5.6460
H9 1.1133 -4.2056 4.6877
H10 3.6671 -2.4439 3.0108
H11 2.8373 -3.9967 2.7638
H12 2.4226 -2.7373 1.6824
H13 -2.1797 0.0867 5.0166
H14 -0.6320 0.5820 5.6690
H15 -1.0991 1.1459 3.9991
H16 -2.5778 -1.4647 3.8044
H17 -1.2148 -2.6185 3.7496
H18 -1.4947 -1.5197 2.3664
O2 1.1593 -2.4519 -0.6354
P2 2.2344 -3.3283 -1.2383
N4 2.2617 -4.8400 -0.5999
C7 2.8793 -6.0204 -1.2728
C8 1.2447 -5.1680 0.3417
N5 3.8143 -2.7194 -1.0227
C9 5.0354 -3.3630 -1.5448
C10 3.8720 -1.2964 -0.6666
N6 1.9514 -3.5485 -2.8929
C11 0.7939 -4.3123 -3.3078
C12 2.7691 -2.9979 -3.9107
H19 2.7648 -6.9736 -0.7568
H20 3.8997 -5.6628 -1.4109
H21 2.4278 -6.2933 -2.2266
H22 1.4175 -4.5291 1.2077
H23 1.3767 -6.1653 0.7613
H24 0.2556 -4.9180 -0.0420
H25 4.8194 -3.8928 -2.4726
H26 5.6535 -2.5592 -1.9447
H27 5.6601 -3.8557 -0.7997
H28 4.6785 -0.9175 -0.0389
H29 3.7415 -0.6490 -1.5338
H30 2.9853 -0.9882 -0.1125
H31 -0.1171 -3.7284 -3.1766
H32 0.9732 -4.7147 -4.3048
H33 0.6975 -5.2072 -2.6929
H34 2.0070 -2.4727 -4.4864
H35 3.2785 -3.7949 -4.4524
H36 3.4731 -2.2203 -3.6145
O3 -2.3318 -1.0623 -0.2654
P3 -3.4739 -1.2654 -1.1809
N7 -3.0629 -2.1178 -2.5596
C13 -2.0370 -1.3727 -3.4847
C14 -2.8390 -3.5431 -2.4667
N8 -4.2277 0.1714 -1.7050
C15 -3.3581 1.3074 -1.7824
C16 -5.2762 0.0831 -2.7205
N9 -4.8275 -2.1487 -0.5136
C17 -5.2769 -2.0227 0.9235
C18 -5.8563 -2.8131 -1.2615
H37 -2.5012 -0.4362 -3.7940
H38 -1.7749 -1.9486 -4.3722
H39 -1.0501 -1.2735 -3.0327
H40 -3.5271 -3.9997 -1.7553
H41 -1.8859 -3.9276 -2.1034
H42 -3.0091 -4.0205 -3.4317
H43 -2.8210 1.2312 -2.7278
H44 -3.8903 2.2585 -1.7667
H45 -2.6037 1.2592 -0.9971
H46 -5.9367 0.9275 -2.5234
H47 -4.7652 0.1680 -3.6795
H48 -5.8609 -0.8351 -2.7780
H49 -6.2866 -1.6314 1.0480
H50 -5.2028 -2.9607 1.4736
H51 -4.7547 -1.1955 1.4044
H52 -6.7706 -2.2305 -1.3745
H53 -6.1899 -3.7381 -0.7911
H54 -5.4686 -3.0805 -2.2445
O4 -0.9754 1.9580 0.6754
P4 -1.7407 3.0443 1.3482
N10 -1.0830 3.4215 2.9101
C19 0.3413 3.2380 3.1601
C20 -1.8809 3.8577 4.0934
N11 -3.4380 2.7931 1.6256
C21 -3.9856 1.5014 2.1416
C22 -4.4931 3.8120 1.2816
N12 -1.5277 4.6457 0.6546
C23 -0.4785 5.6067 1.1231
C24 -2.1069 4.9078 -0.6574
H55 0.3916 2.7238 4.1199
H56 0.8951 4.1768 3.1678
H57 0.8590 2.5930 2.4501
H58 -2.1824 2.9606 4.6341
H59 -2.7759 4.4105 3.8082
H60 -1.3125 4.5020 4.7642
H61 -3.9260 1.4097 3.2261
H62 -5.0304 1.3279 1.8841
H63 -3.5310 0.5756 1.7890
H64 -4.2091 4.7716 1.7136
H65 -4.5981 3.8756 0.1986
H66 -5.4519 3.5986 1.7542
H67 -0.7519 6.6556 1.0079
H68 -0.2942 5.4694 2.1886
H69 0.4923 5.5139 0.6363
H70 -2.3622 5.9621 -0.7638
H71 -3.0378 4.4084 -0.9260
H72 -1.3675 4.6789 -1.4249
O5 1.4179 0.5741 -1.6224
P5 1.9933 1.8216 -2.1766
N13 3.0238 2.7632 -1.1954
C25 2.4994 3.5250 -0.1392
C26 4.4560 2.3865 -0.9198
N14 0.7879 2.8870 -2.8089
C27 1.1181 4.2606 -3.1572
C28 -0.5672 2.5082 -3.1130
N15 2.8517 1.6574 -3.5865
C29 2.7011 0.4882 -4.5108
C30 3.7743 2.7371 -4.0401
H73 3.3321 4.1091 0.2526
H74 2.1967 2.9274 0.7206
H75 1.6261 4.0233 -0.5602
H76 4.8480 1.7109 -1.6802
H77 4.6217 1.8102 -0.0096
H78 5.0413 3.2927 -1.0751
H79 0.2954 4.8840 -2.8071
H80 1.9644 4.6713 -2.6066
H81 1.2581 4.4520 -4.2212
H82 -0.6601 2.4941 -4.1989
H83 -0.6596 1.4602 -2.8278
H84 -1.4213 3.0487 -2.7049
H85 1.8469 -0.1489 -4.2816
H86 2.5044 0.9008 -5.5003
H87 3.5380 -0.2062 -4.5846
H88 4.7459 2.7401 -3.5462
H89 3.3879 3.6811 -3.6559
H90 3.9043 2.7504 -5.1222

Results
- Electronic energy: -156241.8162 eV
- Energy relative to the best compared isomer or geometry (same formula, charge and spin): 318.1 kJ/mol
- HOMO: -10.0 eV
- Gap between HOMO and LUMO: 8.82 eV
- Largest force on an atom: 4.1 eV/A
- Total charge: +1
- LUMO energy: -0.04326 Eh

(4)
Below is the molecule C19H16ClN3O3S, with properties calculated with ωB97M-V/def2-TZVPD.

CARTESIAN COORDINATES (ANGSTROEM)
O1 -2.0926 -0.8552 -1.8881
C1 -2.3910 -0.8697 -0.7147
N1 -1.5323 -1.1415 0.3115
C2 -0.1462 -1.2494 0.2713
C3 0.5695 -1.2827 -0.9249
C4 1.9511 -1.2819 -0.8921
C5 2.6091 -1.2678 0.3205
S1 4.3743 -1.0631 0.3749
O2 4.8869 -0.9508 -0.9628
O3 4.9650 -2.0235 1.2597
N2 4.4947 0.4215 1.1706
C6 4.3965 1.5816 0.3010
C7 2.9773 1.7339 -0.1700
C8 2.6540 1.8055 -1.5184
C9 1.3233 1.9197 -1.8877
C10 0.3627 1.9446 -0.8899
N3 0.6569 1.8806 0.3989
C11 1.9273 1.7857 0.7433
C12 1.9140 -1.3054 1.5142
C13 0.5351 -1.2986 1.4906
C14 -3.8012 -0.6384 -0.2613
C15 -4.8136 -1.2952 -0.9561
C16 -6.1409 -1.1194 -0.6150
C17 -6.4763 -0.2605 0.4190
C18 -5.4871 0.4260 1.1006
C19 -4.1555 0.2371 0.7639
Cl1 -2.9511 1.1657 1.6100
H1 -1.9204 -1.0992 1.2450
H2 0.0416 -1.2714 -1.8634
H3 2.5342 -1.2713 -1.7991
H4 5.3262 0.4151 1.7426
H5 5.0613 1.4746 -0.5663
H6 4.6942 2.4647 0.8742
H7 3.4340 1.7635 -2.2649
H8 1.0367 1.9768 -2.9258
H9 -0.6902 2.0170 -1.1279
H10 2.1265 1.7392 1.8058
H11 2.4655 -1.3192 2.4400
H12 -0.0239 -1.2980 2.4149
H13 -4.5320 -1.9466 -1.7692
H14 -6.9118 -1.6442 -1.1575
H15 -7.5104 -0.1128 0.6903
H16 -5.7413 1.1132 1.8921

Results
- Electronic energy: -53933.5674 eV
- Energy relative to the best compared isomer or geometry (same formula, charge and spin): 216.1 kJ/mol
- SMILES: O=C(Nc1ccc(S(=O)(=O)NCc2cccnc2)cc1)c1ccccc1Cl
- HOMO: -8.7 eV
- Gap between HOMO and LUMO: 8.95 eV
- Largest force on an atom: 0.8 eV/A
- LUMO energy: 0.00876 Eh

(5)
Below is a 2-piece molecular cluster, C4H14NO2 overall, with properties calculated with ωB97M-V/def2-TZVPD.

CARTESIAN COORDINATES (ANGSTROEM)
C1 -0.3674 -0.8521 0.9927
C2 0.1564 0.2189 0.0798
C3 -0.3005 0.1805 -1.3901
C4 -0.4222 -1.2129 -1.9634
O1 0.5802 1.0281 -2.1107
N1 1.6713 0.0846 0.0569
H1 -1.4531 -0.8116 1.1332
H2 -0.2587 -1.8760 0.6054
H3 0.0659 -0.7588 1.9786
H4 -0.0271 1.2204 0.4757
H5 -1.3143 0.5836 -1.3541
H6 -1.2348 -1.7310 -1.4514
H7 -0.8273 -1.1597 -2.9654
H8 0.4583 -1.8594 -1.9818
H9 0.6385 0.7170 -3.0222
H10 1.9817 0.5435 -0.8134
H11 2.1048 0.5427 0.8540
H12 1.9275 -0.9135 0.0711
H13 -1.5999 1.4807 3.9119
H14 -0.7475 2.6975 3.6568
O2 -1.0318 1.8778 3.2363

Results
- Electronic energy: -9954.0243 eV
- Energy relative to the best compared isomer or geometry (same formula, charge and spin): 71.1 kJ/mol
- HOMO: -14.7 eV
- Gap between HOMO and LUMO: 11.58 eV
- Largest force on an atom: 1.3 eV/A
- Total charge: +1
- LUMO energy: -0.11553 Eh

(6)
Below is a 9-piece molecular cluster, C20H27Cl15F9NO7 overall, with properties calculated with ωB97M-V/def2-TZVPD.

CARTESIAN COORDINATES (ANGSTROEM)
C1 7.7767 3.6137 -2.4641
C2 7.4466 4.9547 -1.8222
O1 6.0810 5.1551 -1.6750
C3 5.3643 5.7543 -2.6607
O2 5.9327 6.2238 -3.6776
C4 3.8206 5.8313 -2.4649
F1 3.3908 5.0278 -1.4718
F2 3.3823 7.1193 -2.2585
F3 3.3078 5.4276 -3.6047
H1 8.8432 3.3916 -2.5000
H2 7.5090 3.6196 -3.5207
H3 7.2541 2.7661 -2.0208
H4 8.0368 5.6400 -2.4306
H5 7.9370 4.9534 -0.8488
C5 -0.6141 -1.6156 0.0859
C6 -0.4324 -0.7351 1.3390
O3 0.5854 0.1873 1.1162
C7 0.3702 1.3632 0.5193
O4 -0.7588 1.7668 0.1938
C8 1.5784 2.2561 0.2352
F4 1.7207 2.5948 -1.0886
F5 1.4641 3.3931 0.9122
F6 2.7196 1.6997 0.5304
H6 0.2580 -2.1980 -0.2113
H7 -1.0117 -1.1219 -0.8008
H8 -1.4019 -2.3259 0.3369
H9 -0.1784 -1.2663 2.2562
H10 -1.3566 -0.2390 1.6355
C9 -2.1818 -1.9174 -4.6937
C10 -1.1250 -2.9529 -4.3341
O5 -1.4608 -3.5289 -3.1074
C11 -2.0372 -4.8202 -2.9684
O6 -2.3192 -5.5835 -3.8832
C12 -2.2734 -5.2858 -1.4945
F7 -3.2026 -6.2208 -1.5383
F8 -1.0906 -5.8471 -1.0924
F9 -2.5419 -4.1925 -0.7082
H11 -2.0580 -1.4981 -5.6921
H12 -2.2766 -1.1464 -3.9291
H13 -3.1524 -2.4133 -4.7010
H14 -0.1379 -2.4907 -4.3265
H15 -1.0800 -3.6907 -5.1352
Cl1 -1.3833 -2.2282 4.5455
C13 -2.2945 -1.8319 6.0087
Cl2 -2.9004 -3.3704 6.7427
Cl3 -3.6680 -0.7119 5.6701
H16 -1.5368 -1.4337 6.6835
Cl4 4.4574 -1.3654 3.6359
C14 3.9792 -1.2384 1.9832
Cl5 2.7361 -2.4061 1.5167
Cl6 5.4987 -1.5606 1.0471
H17 3.6539 -0.2030 1.8825
Cl7 -5.0390 -0.2417 -0.1680
C15 -4.0393 1.0541 -0.7708
Cl8 -5.0923 2.3802 -1.2377
Cl9 -3.1370 0.6293 -2.1819
H18 -3.2926 1.4189 -0.0656
Cl10 -0.8509 6.1827 -1.0129
C16 -1.5726 4.7094 -1.7436
Cl11 -0.4671 3.6515 -2.5494
Cl12 -3.0054 5.1553 -2.7136
H19 -1.9058 4.1133 -0.8941
Cl13 2.4298 2.8957 5.9616
C17 2.0944 2.3060 4.2856
Cl14 1.3405 0.6526 4.4216
Cl15 3.7455 2.2215 3.4268
H20 1.3988 2.9339 3.7290
C18 -3.5029 -4.7792 2.3518
N1 -4.5819 -3.8377 2.1600
C19 -4.4712 -2.5224 2.6881
C20 -5.5502 -4.1522 1.2780
O7 -6.5604 -3.4497 1.0860
H21 -3.7516 -5.6800 1.7908
H22 -3.5073 -5.1079 3.3910
H23 -2.5944 -4.3349 1.9452
H24 -3.6467 -1.9798 2.2257
H25 -5.3263 -1.9372 2.3499
H26 -4.4193 -2.5080 3.7768
H27 -5.3250 -5.0732 0.7182

Results
- Electronic energy: -249292.8312 eV
- SMILES: CCOC(=O)C(F)(F)F.CCOC(=O)C(F)(F)F.CCOC(=O)C(F)(F)F.ClC(Cl)Cl.ClC(Cl)Cl.ClC(Cl)Cl.ClC(Cl)Cl.ClC(Cl)Cl.CN(C)C=O
- HOMO: -9.4 eV
- Gap between HOMO and LUMO: 9.31 eV
- Largest force on an atom: 5.0 eV/A
- LUMO energy: -0.00414 Eh